This record from the OMol25 dataset describes 9 unconnected molecules or ions with the total composition C62H67BF9NO5 in a non-equilibrium geometry. The level of theory is wB97M-V/def2-TZVPD.

Results
**LUMO**: 0.0 eV
**Kohn-Sham gap**: 9.1 eV
**E_tot**: -102242.06182 eV
**SMILES**: C=CCCOC[C@](F)(O[C@H](CCC(=O)O)[C@@H](C)CC)B(N)O.Fc1ccccc1.Fc1ccccc1.Fc1ccccc1.Fc1ccccc1.Fc1ccccc1.Fc1ccccc1.Fc1ccccc1.Fc1ccccc1
**Highest occupied orbital energy**: -9.1 eV
**Net charge**: 0

Geometry (Å):
C1 5.99985 0.30163 4.09322
C2 6.12684 -0.93264 3.66250
C3 6.96054 -1.29223 2.43485
C4 6.24966 -2.26884 1.46011
O1 4.90741 -1.93429 1.15942
C5 4.79372 -0.62543 0.61793
C6 3.74316 -0.52881 -0.51998
F1 3.55800 0.85009 -0.79003
O2 2.58748 -1.26538 -0.34303
C7 1.95786 -1.15433 0.93703
C8 0.76729 -2.18885 0.89644
C9 0.93019 -3.32197 1.95542
C10 0.13866 -2.99667 3.23146
O3 -0.51510 -2.04016 3.36925
O4 0.20515 -3.94015 4.24426
C11 1.32000 0.23153 1.28124
C12 2.27484 1.16795 2.10219
C13 0.62926 0.93956 0.05707
C14 0.81969 2.49142 0.09955
B1 4.42932 -1.13644 -1.86310
N1 3.95378 -0.85030 -3.23564
O5 5.50850 -2.01621 -1.75856
H1 5.46840 0.51329 5.02931
H2 6.45114 1.16256 3.58262
H3 5.63209 -1.72020 4.24960
H4 7.95840 -1.68074 2.70520
H5 7.14787 -0.33704 1.90233
H6 6.81437 -2.32326 0.50202
H7 6.33961 -3.28019 1.89756
H8 5.77153 -0.34499 0.16906
H9 4.63459 0.08939 1.44761
H10 2.56968 -1.46168 1.80415
H11 0.79500 -2.70294 -0.08577
H12 -0.21609 -1.70395 0.96128
H13 0.44267 -4.22298 1.51957
H14 1.97912 -3.60435 2.13593
H15 -0.08114 -4.79310 3.87766
H16 0.49534 0.01312 1.98865
H17 3.01872 1.68328 1.48075
H18 1.69487 1.86203 2.73233
H19 2.81855 0.52027 2.82504
H20 -0.45352 0.72415 0.05931
H21 1.04873 0.62775 -0.91471
H22 1.87767 2.76314 -0.07075
H23 0.25241 2.99809 -0.70952
H24 0.48039 2.93636 1.05027
H25 3.76493 -1.77003 -3.63535
H26 3.12045 -0.26658 -3.22617
H27 5.45578 -2.69843 -2.44331
F2 6.68924 -5.78676 2.86569
C15 6.34392 -6.53182 1.79860
C16 5.85388 -5.90538 0.66924
C17 5.50222 -6.67312 -0.43216
C18 5.63535 -8.05529 -0.38683
C19 6.12550 -8.67026 0.75816
C20 6.48788 -7.90451 1.85776
H28 5.74884 -4.82899 0.65514
H29 5.12369 -6.19330 -1.32586
H30 5.35662 -8.65328 -1.24570
H31 6.22562 -9.74755 0.79511
H32 6.87964 -8.36499 2.75572
F3 -0.14477 4.81448 -1.46258
C21 -0.61446 4.71708 -2.71888
C22 -1.78621 4.02071 -2.93574
C23 -2.28450 3.91223 -4.22490
C24 -1.59890 4.49471 -5.28470
C25 -0.41730 5.18998 -5.05132
C26 0.07788 5.30735 -3.75849
H33 -2.30140 3.56654 -2.09777
H34 -3.20438 3.37380 -4.39964
H35 -1.98580 4.40594 -6.29256
H36 0.11966 5.64027 -5.87665
H37 0.99195 5.85071 -3.55569
F4 0.31697 4.02132 2.64662
C27 -0.26872 4.24272 3.83962
C28 -0.27680 5.52140 4.36186
C29 -0.88529 5.74662 5.58874
C30 -1.46714 4.69124 6.28028
C31 -1.44608 3.41062 5.74324
C32 -0.84776 3.18362 4.51176
H38 0.18889 6.32878 3.81121
H39 -0.90526 6.74535 6.00595
H40 -1.93774 4.86849 7.23942
H41 -1.89586 2.58745 6.28370
H42 -0.82883 2.19355 4.07280
F5 -5.80458 -0.06346 2.98127
C33 -5.33896 -1.31689 3.14924
C34 -3.97928 -1.54957 3.06861
C35 -3.50178 -2.84016 3.24631
C36 -4.38969 -3.88123 3.49140
C37 -5.75388 -3.63168 3.56523
C38 -6.23312 -2.34031 3.39865
H43 -3.30380 -0.72703 2.86873
H44 -2.43993 -3.03256 3.19283
H45 -4.01612 -4.88926 3.62571
H46 -6.44555 -4.44357 3.75268
H47 -7.29169 -2.12457 3.46115
F6 -4.24292 1.69946 -4.61118
C39 -3.72477 0.47820 -4.34958
C40 -2.35852 0.29077 -4.44017
C41 -1.82972 -0.96372 -4.16774
C42 -2.67232 -2.01262 -3.81824
C43 -4.04420 -1.80710 -3.73408
C44 -4.57387 -0.55156 -3.99776
H48 -1.71979 1.11864 -4.72166
H49 -0.76041 -1.12289 -4.22840
H50 -2.25801 -2.99145 -3.60958
H51 -4.69450 -2.61918 -3.46865
H52 -5.63871 -0.36993 -3.93140
F7 7.21284 2.55440 -6.34517
C45 6.67069 2.75632 -5.12890
C46 6.73942 4.01351 -4.55979
C47 6.17547 4.22106 -3.30855
C48 5.56133 3.16910 -2.64012
C49 5.50494 1.90950 -3.22379
C50 6.05793 1.70230 -4.47898
H53 7.22945 4.81803 -5.09346
H54 6.21560 5.20318 -2.85443
H55 5.12528 3.33139 -1.66162
H56 5.03023 1.08641 -2.70754
H57 6.01482 0.72973 -4.95314
F8 -6.56953 -2.62832 -2.91436
C51 -7.11472 -2.35147 -1.70985
C52 -7.08566 -1.05253 -1.24364
C53 -7.64644 -0.76311 -0.00944
C54 -8.22131 -1.77599 0.74685
C55 -8.23846 -3.07948 0.26649
C56 -7.68536 -3.37076 -0.97333
H58 -6.62648 -0.27652 -1.84255
H59 -7.63384 0.25364 0.36202
H60 -8.65553 -1.54834 1.71230
H61 -8.68222 -3.87048 0.85789
H62 -7.69616 -4.37864 -1.36851
F9 -9.35334 5.31081 -1.78729
C57 -8.25540 4.61646 -1.43824
C58 -7.18945 4.55266 -2.31564
C59 -6.05522 3.83971 -1.95260
C60 -6.00531 3.19275 -0.72396
C61 -7.08732 3.26264 0.14520
C62 -8.21903 3.98313 -0.21049
H63 -7.25087 5.05699 -3.27157
H64 -5.21035 3.78820 -2.62830
H65 -5.12089 2.63303 -0.44360
H66 -7.04844 2.75436 1.10102
H67 -9.06872 4.05584 0.45633

Forces on atoms 1 to 3 (eV/Å):
-0.14 1.09 0.64
0.40 -1.01 -0.32
-0.66 0.63 -0.36

This record from the OMol25 dataset describes 16 unconnected molecules or ions with the total composition C63H113N4O30 in a non-equilibrium geometry. The level of theory is wB97M-V/def2-TZVPD.

Results
**LUMO**: -1.3 eV
**Kohn-Sham gap**: 10.1 eV
**E_tot**: -134548.02567 eV
**Highest occupied orbital energy**: -11.4 eV
**Net charge**: +1

Geometry (Å):
C1 17.27584 -17.99194 -23.83909
C2 18.27223 -17.79019 -22.72990
C3 17.56636 -17.91430 -21.39041
N1 18.34997 -17.73406 -20.13880
C4 19.46287 -18.74704 -19.98308
C5 20.13199 -18.62143 -18.63688
C6 19.09474 -18.79732 -17.55817
C7 17.97746 -17.77943 -17.62741
C8 17.35361 -17.83972 -19.00635
C9 18.90540 -16.34332 -20.09474
H1 16.74547 -18.92464 -23.61390
H2 17.75422 -18.10628 -24.80427
H3 16.52973 -17.20444 -23.87102
H4 18.64282 -16.75862 -22.78905
H5 19.16872 -18.40767 -22.71333
H6 17.19294 -18.94385 -21.32458
H7 16.69651 -17.26484 -21.32139
H8 18.92344 -19.68236 -20.16660
H9 20.14329 -18.67462 -20.83281
H10 20.92466 -19.35659 -18.51543
H11 20.60936 -17.64665 -18.55418
H12 18.62258 -19.77029 -17.39387
H13 19.62904 -18.64904 -16.61043
H14 17.22195 -17.94969 -16.86096
H15 18.34792 -16.76912 -17.41292
H16 16.94138 -18.84412 -19.13753
H17 16.56006 -17.11557 -19.16287
H18 18.06196 -15.68273 -20.29695
H19 19.67647 -16.26546 -20.85550
H20 19.30382 -16.09039 -19.12036
O1 20.25319 -16.67344 -25.07062
C10 19.61517 -15.68139 -25.32524
O2 18.76413 -15.58635 -26.35636
C11 18.57296 -16.71738 -27.19404
C12 18.26075 -16.27379 -28.60460
C13 19.61006 -14.42707 -24.49729
H21 17.79410 -17.37831 -26.81368
H22 19.47619 -17.33526 -27.22350
H23 17.85012 -17.09289 -29.19577
H24 19.12305 -15.88848 -29.15234
H25 17.53764 -15.45314 -28.60702
H26 19.75466 -14.69437 -23.45700
H27 18.65531 -13.92187 -24.63353
H28 20.39061 -13.73783 -24.82189
O3 16.97961 -14.71630 -22.20356
C14 15.92243 -14.42815 -22.71680
O4 14.94198 -13.81427 -22.07653
C15 15.20954 -13.36975 -20.75344
C16 14.08869 -12.48748 -20.27849
C17 15.58656 -14.76462 -24.13782
H29 16.17912 -12.86671 -20.68300
H30 15.33260 -14.22095 -20.07703
H31 14.31690 -12.12761 -19.27448
H32 13.16966 -13.07184 -20.19869
H33 13.90756 -11.62359 -20.91566
H34 15.15385 -13.93340 -24.69112
H35 14.89460 -15.60952 -24.15884
H36 16.49556 -15.07706 -24.64782
O5 14.52707 -16.11804 -13.55091
C18 13.57352 -16.61853 -14.08013
O6 13.37164 -16.64326 -15.41102
C19 14.26247 -15.93322 -16.27142
C20 13.54103 -14.91975 -17.14566
C21 12.52718 -17.43784 -13.37570
H37 14.90749 -16.62396 -16.81799
H38 14.96685 -15.36662 -15.65043
H39 12.62199 -15.33866 -17.56198
H40 14.23772 -14.60607 -17.91891
H41 13.23738 -14.06442 -16.54112
H42 11.60626 -16.87629 -13.19408
H43 12.89991 -17.70530 -12.39266
H44 12.23082 -18.24505 -14.04237
O7 11.58724 -17.94796 -25.45031
C22 12.41653 -17.78923 -24.59379
O8 12.49447 -16.68280 -23.82990
C23 11.51218 -15.69563 -24.05630
C24 11.83109 -14.80577 -25.24722
C25 13.47357 -18.81348 -24.24558
H45 11.42785 -15.08305 -23.16040
H46 10.51820 -16.10503 -24.24284
H47 11.97281 -15.41499 -26.13985
H48 12.71232 -14.18311 -25.08452
H49 11.00828 -14.11976 -25.45544
H50 13.18419 -19.71600 -24.76993
H51 13.57100 -18.90454 -23.16677
H52 14.40184 -18.43632 -24.67463
O9 14.41513 -22.36973 -17.50287
C26 15.59777 -22.63060 -17.49516
O10 16.21013 -23.30643 -16.51574
C27 15.39294 -23.84060 -15.46917
C28 16.28834 -24.41325 -14.42694
C29 16.58262 -22.10353 -18.50220
H53 14.65296 -24.55150 -15.83905
H54 14.80095 -23.01721 -15.05516
H55 15.72977 -24.71194 -13.53551
H56 17.07813 -23.72483 -14.13123
H57 16.75025 -25.36116 -14.71849
H58 16.94168 -22.91497 -19.13512
H59 17.40823 -21.58413 -18.02650
H60 16.05762 -21.40911 -19.15579
O11 20.97237 -17.62853 -12.85497
C30 20.84488 -17.43317 -14.03315
O12 21.46883 -18.14074 -14.97923
C31 22.18674 -19.32450 -14.60573
C32 23.54738 -19.07597 -14.02643
C33 19.94881 -16.37319 -14.57964
H61 22.20855 -19.92249 -15.52055
H62 21.57735 -19.93062 -13.93029
H63 24.18943 -18.43805 -14.63963
H64 24.05083 -20.04111 -13.93890
H65 23.48649 -18.61608 -13.04198
H66 20.27115 -15.93508 -15.52860
H67 19.83150 -15.51521 -13.92068
H68 18.94735 -16.78504 -14.72812
C34 21.19491 -21.60871 -26.87916
C35 19.94130 -21.83551 -26.02862
C36 19.56348 -20.59508 -25.23282
C37 20.63381 -20.15057 -24.32951
N2 21.45756 -19.76762 -23.62811
H69 21.39561 -22.47235 -27.51305
H70 22.08853 -21.44431 -26.27475
H71 21.07257 -20.73217 -27.52207
H72 20.19478 -22.66197 -25.35984
H73 19.14201 -22.17806 -26.68147
H74 18.64173 -20.72976 -24.66774
H75 19.45969 -19.74616 -25.91825
C38 20.36625 -22.09250 -17.21022
C39 21.11954 -23.40057 -17.21784
C40 22.33680 -23.35983 -16.29785
C41 21.95604 -23.10246 -14.90885
N3 21.67038 -22.88636 -13.82142
H76 19.92851 -21.83510 -16.23966
H77 19.54347 -22.08061 -17.92293
H78 20.96762 -21.20983 -17.45302
H79 21.44427 -23.61466 -18.23621
H80 20.41753 -24.18468 -16.92994
H81 22.96436 -22.51618 -16.60337
H82 22.95801 -24.25186 -16.35840
C42 26.11838 -16.35173 -16.74815
C43 24.93044 -15.59284 -17.28087
C44 23.67617 -16.45809 -17.27185
C45 22.43260 -15.82146 -17.68548
N4 21.41704 -15.35523 -17.94767
H83 26.25918 -17.30195 -17.27268
H84 26.03271 -16.59307 -15.68659
H85 27.05911 -15.81452 -16.87054
H86 25.13556 -15.21055 -18.28189
H87 24.72277 -14.71738 -16.65792
H88 23.46157 -16.84319 -16.26521
H89 23.80729 -17.38120 -17.84720
C46 14.71572 -19.99043 -15.05052
C47 14.81235 -20.19074 -13.53215
O13 16.20640 -20.00702 -13.24152
C48 16.89383 -19.77999 -14.35994
O14 18.06917 -19.66512 -14.45452
O15 16.06165 -19.73019 -15.44017
H90 14.05061 -19.17384 -15.32350
H91 14.42333 -20.91923 -15.53762
H92 14.52038 -21.18898 -13.20875
H93 14.26638 -19.45227 -12.95271
C49 17.40550 -20.51108 -29.12506
C50 16.12845 -19.87939 -29.72004
O16 15.41613 -19.44930 -28.56426
C51 16.18916 -19.56491 -27.46619
O17 15.82536 -19.30121 -26.36749
O18 17.42229 -20.01958 -27.79113
H94 18.27925 -20.24503 -29.70987
H95 17.26869 -21.59139 -29.08653
H96 15.55595 -20.62122 -30.27090
H97 16.32353 -19.01448 -30.35353
C52 19.12852 -12.98339 -16.82166
C53 19.07682 -12.20367 -18.14345
O19 18.08848 -12.90373 -18.91616
C54 17.49745 -13.83973 -18.16400
O20 16.58471 -14.52249 -18.51733
O21 18.12333 -14.00341 -16.98628
H98 18.85948 -12.35208 -15.97620
H99 20.06254 -13.50256 -16.62763
H100 20.02683 -12.26751 -18.66950
H101 18.77833 -11.16652 -18.02604
C55 12.30710 -19.72124 -18.30094
C56 11.62369 -19.83763 -19.67250
O22 12.57635 -19.20244 -20.54155
C57 13.75431 -19.05677 -19.90352
O23 14.72530 -18.58097 -20.40515
O24 13.67444 -19.48858 -18.63491
H102 12.23166 -20.59888 -17.66880
H103 11.91997 -18.83416 -17.79506
H104 10.71738 -19.24204 -19.70802
H105 11.47126 -20.86341 -19.99818
C58 24.11946 -15.33390 -21.46552
C59 22.96941 -15.73070 -22.37977
O25 22.29470 -16.72389 -21.59981
C60 23.16664 -17.23430 -20.70376
O26 22.98031 -18.23371 -20.09487
O27 24.30627 -16.51760 -20.68485
H106 23.87599 -14.48430 -20.82450
H107 25.04696 -15.11147 -21.98593
H108 23.29202 -16.15085 -23.33194
H109 22.26883 -14.92875 -22.57565
C61 21.06873 -23.09813 -22.36157
C62 21.42473 -22.36113 -21.05937
O28 20.15863 -21.95956 -20.54096
C63 19.19015 -22.13593 -21.47284
O29 18.06364 -21.77905 -21.35344
O30 19.67246 -22.84621 -22.51070
H110 21.21231 -24.17132 -22.26758
H111 21.60217 -22.66488 -23.20188
H112 22.05125 -21.49287 -21.25683
H113 21.88913 -23.02293 -20.33379

Forces on atoms 1 to 3 (eV/Å):
-0.09 -1.21 0.32
0.75 1.86 1.20
-0.53 -1.35 -0.43